P.
Computed, not measured: C6H8N2O3S in the gas phase, with wB97M-V/def2-TZVPD.

```
20
Properties=species:S:1:pos:R:3:nbo_charge:R:1
C -1.774 -0.730 -0.564 -0.63
N 3.137 -0.879 -0.144 -0.83
H -1.343 2.215 1.031 0.24
C 0.831 -0.040 0.139 -0.50
H -1.593 -0.532 -1.613 0.24
O 1.357 2.084 0.067 -0.27
C 2.193 0.136 -0.024 0.33
C -1.144 1.580 0.285 -0.46
H -1.219 2.157 -0.561 0.23
C -2.108 0.463 0.326 -0.41
H -2.115 0.078 1.293 0.23
H -3.176 0.811 0.266 0.24
N 2.515 1.377 0.021 -0.17
H -2.559 -1.476 -0.562 0.25
C 0.304 1.211 0.206 0.39
H 4.080 -0.696 -0.525 0.40
O -0.507 -1.971 1.429 -0.93
O 0.337 -2.399 -0.851 -0.94
H 3.015 -1.887 -0.313 0.42
S -0.231 -1.503 0.094 2.19
```

Structure (SMILES) ... Nc1noc2c1S(=O)(=O)CCC2
LUMO ... 0.628 eV
HOMO level ... -9.19 eV
Molecular weight ... 188.208 g/mol

Q.
Computed, not measured: a molecular structure, C6H8N2O3S, with wB97M-V/def2-TZVPD.

```
20
Properties=species:S:1:pos:R:3:nbo_charge:R:1
H 0.458 2.102 0.550 0.26
H 1.363 -1.066 -1.888 0.23
O 2.752 -1.666 3.059 -0.42
H -2.919 1.810 1.736 0.12
C -0.701 0.349 0.029 0.39
C -0.510 -0.917 -0.759 -0.49
H 0.878 0.237 2.453 0.27
H 1.308 -2.115 -0.467 0.27
S 1.871 0.137 0.105 0.96
C 1.511 -0.270 1.755 -0.49
C 0.990 -1.159 -0.872 -0.53
N 2.485 -1.125 2.008 0.44
C -1.926 1.336 1.838 0.52
H -0.967 -0.809 -1.745 0.24
H 0.504 1.663 -1.180 0.25
C 0.434 1.283 -0.164 -0.68
H -1.018 -1.732 -0.245 0.25
O 3.133 -1.364 0.901 -0.56
O -1.237 1.442 2.823 -0.57
N -1.669 0.492 0.818 -0.47
```

LUMO ... -0.079 eV
HOMO level ... -8.81 eV
Molecular weight ... 188.208 g/mol

The least stable of the structures above is Q, whereas P is the most stable.